The following is a quantum chemistry calculation of 19 unconnected molecules or ions with the total composition C36H53BCl38INO7P2S, from the Open Molecules 2025 dataset.

Summary:
**Orbital gap**: 0.268 Eh
**Total charge**: 0
**Highest occupied orbital energy**: -8.39 eV

Structure (XYZ):
```
140
Properties=species:S:1:pos:R:3:lowdin_charge:R:1
C 3.7383 0.4480 3.9961 0.035
C 3.0173 -0.2891 3.0490 -0.079
C 2.0489 -1.1380 2.0260 -0.164
C 2.5875 -2.3844 1.1075 -0.029
C 1.5104 -3.1975 0.1270 -0.329
P 2.2872 -4.6722 -0.8694 0.447
O 3.4290 -4.0130 -2.0411 -0.434
I 3.6216 -6.0098 0.7726 0.429
C -0.1032 -2.7765 0.0129 -0.084
C -1.0349 -3.6331 -1.0293 -0.623
Cl -2.2593 -2.5824 -1.9925 0.461
C -1.7674 -4.8718 -0.1971 -0.220
C -1.5668 -6.3483 -0.9548 -0.127
C -0.6570 -1.5168 0.9638 -0.101
C 0.4576 -0.7555 1.9352 -0.298
S -0.1837 0.7039 2.9891 0.841
C -1.4693 1.4989 1.8198 -0.275
C -1.6822 3.1232 1.7492 -0.131
O -0.8814 3.9912 2.6404 -0.133
C -2.7771 3.8103 0.7046 -0.070
C -2.9432 5.4539 0.6274 -0.177
P -1.8229 6.0065 -0.8671 0.709
O -1.0668 7.3692 -0.5900 -0.392
O -2.6920 5.9617 -2.3807 -0.218
O -0.5546 4.7667 -0.9512 -0.232
C -3.6373 2.7411 -0.2366 0.009
B -4.7416 3.4068 -1.2629 -0.471
O -4.5707 3.2743 -2.7503 -0.005
O -5.9085 4.1327 -0.6914 0.044
C -3.4096 1.0865 -0.1638 -0.386
Cl -4.4456 0.0715 -1.3364 0.546
C -2.3011 0.3953 0.8776 -0.168
N -2.1120 -1.1035 0.9531 -0.028
H 4.4333 1.0351 4.7354 -0.011
H 3.7225 -2.7048 1.1389 0.090
H 3.3224 -3.0011 -1.9989 0.053
H -0.3794 -4.1762 -1.8662 0.062
H -2.8942 -4.6496 0.0683 0.090
H -1.1413 -4.9749 0.8142 0.118
H -1.2909 -7.1994 -0.1686 0.096
H -0.6501 -6.3341 -1.7170 0.011
H -2.5053 -6.6708 -1.5752 0.001
H -0.0424 4.1732 2.1190 -0.003
H -4.0392 5.8150 0.4315 0.062
H -2.4880 6.0080 1.5743 0.133
H -2.0247 5.6461 -3.0609 0.089
H -0.5460 4.5084 -1.9198 0.071
H -5.1529 2.4873 -3.0237 0.104
H -5.7328 4.4049 0.2579 0.103
H -2.5923 -1.4331 1.8430 0.076
C 2.4684 6.0487 2.8224 -0.972
Cl 1.2682 5.9987 4.1194 0.555
Cl 2.0757 4.8888 1.5474 0.586
H 2.4886 7.0540 2.3949 0.036
H 3.4497 5.8038 3.2362 0.031
C 1.2117 3.0016 6.4879 -1.036
Cl 1.2059 1.2364 6.3919 0.478
Cl 2.6247 3.5856 7.3754 0.485
H 1.2323 3.4130 5.4759 -0.006
H 0.3065 3.3329 7.0026 -0.035
C 0.9851 -7.8722 -3.6456 -0.998
Cl 2.2200 -7.9631 -4.9072 0.519
Cl 1.6589 -7.2342 -2.1409 0.461
H 0.1803 -7.2142 -3.9821 0.030
H 0.5899 -8.8743 -3.4616 0.036
C 7.5043 -6.2960 -0.0086 -1.040
Cl 7.6984 -8.0036 -0.4226 0.500
Cl 8.5820 -5.8359 1.3150 0.502
H 7.7388 -5.6882 -0.8859 0.014
H 6.4700 -6.1193 0.2970 -0.088
C 11.4590 -4.0587 0.1792 -1.051
Cl 10.1712 -3.7198 -0.9836 0.493
Cl 13.0522 -3.8647 -0.5618 0.501
H 11.3708 -3.3661 1.0197 0.031
H 11.3552 -5.0865 0.5355 0.005
C -7.8678 6.9496 -1.9116 -1.034
Cl -8.4175 8.4301 -1.1174 0.506
Cl -9.0527 6.3855 -3.0961 0.523
H -6.9223 7.1494 -2.4217 0.023
H -7.7227 6.1734 -1.1562 0.016
C -4.6544 10.0591 -1.1578 -1.007
Cl -4.4359 8.4119 -0.5545 0.541
Cl -5.0664 11.1682 0.1557 0.509
H -3.7254 10.3925 -1.6266 0.037
H -5.4618 10.0641 -1.8941 0.022
C 3.8790 -10.2980 -7.9128 -1.037
Cl 2.3657 -10.6466 -8.7575 0.492
Cl 4.4462 -11.7110 -7.0147 0.496
H 4.6382 -10.0139 -8.6455 0.029
H 3.7146 -9.4744 -7.2136 -0.002
C 7.0281 3.0886 5.2485 -1.016
Cl 5.8279 3.0386 6.5454 0.517
Cl 6.6355 1.9287 3.9734 0.541
H 7.0484 4.0939 4.8209 0.031
H 8.0095 2.8437 5.6622 -0.024
C -1.9426 0.8908 8.8774 -0.998
Cl -0.3876 0.1516 9.2781 0.501
Cl -1.7695 2.0666 7.5688 0.536
H -2.6380 0.1087 8.5632 0.031
H -2.3337 1.3986 9.7625 0.030
C 7.5259 0.3571 8.3222 -1.017
Cl 8.5709 0.6207 6.9209 0.537
Cl 6.9755 -1.3211 8.3985 0.518
H 8.0850 0.5899 9.2318 0.001
H 6.6558 1.0138 8.2456 -0.012
C 11.7976 1.1671 8.6180 -1.053
Cl 10.7055 1.8874 9.8069 0.505
Cl 13.4641 1.1591 9.2079 0.507
H 11.4840 0.1385 8.4240 0.022
H 11.7503 1.7480 7.6936 0.025
C 0.4709 -0.4407 -4.0674 -1.003
Cl 0.6894 -2.0879 -3.4640 0.538
Cl 0.0589 0.6684 -2.7539 0.504
H 1.3999 -0.1073 -4.5362 0.030
H -0.3366 -0.4356 -4.8037 0.032
C -7.8149 4.9752 -6.6028 -1.024
Cl -6.2598 4.2360 -6.2021 0.515
Cl -7.6418 6.1511 -7.9114 0.506
H -8.5102 4.1931 -6.9170 0.032
H -8.2060 5.4830 -5.7177 -0.021
C -5.7175 2.2047 -9.5647 -1.040
Cl -7.0052 2.5436 -10.7275 0.494
Cl -4.1242 2.3987 -10.3057 0.498
H -5.8056 2.8973 -8.7242 -0.022
H -5.8213 1.1769 -9.2084 0.027
C -4.9683 -5.6793 -3.0700 -1.074
Cl -4.7499 -7.3265 -2.4666 0.537
Cl -5.3804 -4.5702 -1.7565 0.495
H -4.0394 -5.3459 -3.5388 -0.005
H -5.7758 -5.6742 -3.8063 -0.047
C -5.5468 -0.9210 2.1438 -1.011
Cl -5.3526 -2.6286 1.7298 0.513
Cl -4.4691 -0.4609 3.4675 0.542
H -5.3123 -0.3132 1.2666 -0.025
H -6.5810 -0.7443 2.4494 0.032
C -5.8817 -3.7631 -6.1883 -0.989
Cl -5.8875 -5.5282 -6.2843 0.550
Cl -4.4687 -3.1791 -5.3008 0.529
H -5.8611 -3.3517 -7.2004 0.029
H -6.7870 -3.4317 -5.6736 0.036
```

The following is a quantum chemistry calculation of a molecular structure, C36H53BIrN11O2P, from the Open Molecules 2025 dataset.

Summary:
**Orbital gap (spin up / spin down)**: 0.174 / 0.201 Eh
**Total charge**: +2
**<S²>**: 8.779
**Highest occupied orbital energy (spin up / spin down)**: -9.53 / -12.76 eV
**Spin multiplicity**: 6

Structure (XYZ):
```
105
Properties=species:S:1:pos:R:3:lowdin_spin:R:1
Ir 0.0000 0.0000 0.0000 1.441
C 3.4765 0.6447 0.6050 0.031
C 2.8820 0.8217 -0.7517 0.005
C 3.5506 1.2280 -1.8926 0.001
C 2.5841 1.2387 -2.8763 0.000
C 2.7889 1.6102 -4.3116 0.000
N 1.4148 0.8556 -2.3244 0.001
N 1.5831 0.6006 -1.0368 0.006
B 0.0386 0.6983 -2.9592 0.003
N -0.4009 -0.7425 -2.7201 0.007
N -0.4678 -1.2241 -1.4894 0.126
C -0.8781 -2.5050 -1.5824 0.024
C -1.0821 -3.4073 -0.4126 0.036
C -1.0747 -2.8402 -2.9091 0.006
C -0.7609 -1.6930 -3.6071 0.005
C -0.8089 -1.5237 -5.0935 0.002
N -0.9142 1.5955 -2.1774 0.009
N -1.0468 1.4447 -0.8694 0.077
C -1.9404 2.3627 -0.4495 0.023
C -2.3719 2.5254 0.9688 0.024
C -2.3826 3.1136 -1.5230 0.010
C -1.7070 2.5976 -2.6091 0.012
C -1.8274 3.0639 -4.0261 0.002
H 4.5604 0.8865 0.5907 0.004
H 2.9655 1.3182 1.3240 0.002
H 3.3455 -0.4076 0.9323 0.015
H 4.5982 1.4811 -1.9912 0.000
H 3.8488 1.8855 -4.4950 0.000
H 2.5236 0.7492 -4.9599 0.000
H 2.1433 2.4762 -4.5672 0.000
H 0.0506 0.9694 -4.1193 0.000
H -0.8481 -2.8708 0.5310 0.018
H -2.1384 -3.7468 -0.3834 0.002
H -0.4150 -4.2899 -0.5018 0.001
H -1.4017 -3.7911 -3.3091 0.002
H -1.1388 -2.4648 -5.5820 0.000
H -1.5233 -0.7148 -5.3528 0.000
H 0.2008 -1.2582 -5.4704 0.000
H -1.8529 1.7863 1.6147 0.008
H -2.1239 3.5491 1.3187 0.001
H -3.4678 2.3665 1.0454 0.004
H -3.0984 3.9250 -1.5119 0.001
H -2.5506 3.9034 -4.0997 0.000
H -0.8372 3.4100 -4.3892 0.000
H -2.1817 2.2275 -4.6640 0.000
C -2.0864 -8.4547 0.4493 0.000
C -0.8570 -7.5880 0.3970 -0.001
C 0.2852 -8.0863 -0.2500 0.020
C 1.4391 -7.3169 -0.3436 0.000
C 1.4722 -6.0535 0.2378 0.024
C 0.3651 -5.5404 0.9305 0.037
N 0.5060 -4.2405 1.4647 0.392
C 0.1678 -3.7867 2.7685 0.147
C 0.2673 -4.6647 3.8646 0.116
C -0.0034 -4.2366 5.1648 0.122
C -0.3581 -2.9134 5.3944 0.162
C -0.4357 -2.0222 4.3237 0.122
C -0.1703 -2.4331 2.9998 0.152
C -0.2829 -1.4152 1.8762 0.313
O -0.5187 -0.2077 2.1992 0.425
O -0.1471 -1.8444 0.6820 0.316
C -0.8408 -6.2786 0.9429 0.031
C -2.0928 -5.6973 1.5523 0.003
H -1.8526 -9.4946 0.1960 0.000
H -2.8353 -8.0935 -0.2622 0.000
H -2.5106 -8.4635 1.4586 0.000
H 0.2756 -9.0768 -0.6979 0.001
H 2.3140 -7.6967 -0.8616 0.000
H 2.3767 -5.4526 0.1739 0.001
H 0.2365 -3.5017 0.7824 0.008
H 0.5661 -5.6960 3.6989 0.001
H 0.0730 -4.9349 5.9915 0.005
H -0.5672 -2.5650 6.4008 0.005
H -0.7059 -0.9829 4.5080 0.008
H -2.1332 -4.6102 1.4372 0.001
H -2.1529 -5.9565 2.6134 0.001
H -2.9915 -6.0712 1.0518 0.000
C 0.5569 3.0300 4.3121 0.002
N -0.7363 3.1772 3.6208 0.035
C -0.7318 4.4206 2.8299 0.002
N 0.3603 4.4064 1.8991 0.021
C 1.6325 4.2645 2.5816 0.002
N 1.6278 3.0385 3.3571 0.010
C 1.6898 1.8426 2.5387 0.013
P 0.1661 1.8321 1.5744 0.225
C -1.1020 1.9865 2.8218 0.060
C 0.1865 3.4650 0.8096 0.019
H 0.5281 2.1112 4.9124 0.001
H 0.6479 3.8580 5.0277 0.000
H -1.4524 3.2833 4.3430 0.006
H -0.6526 5.2613 3.5320 0.000
H -1.7085 4.5248 2.3397 0.000
H 1.8033 5.1260 3.2413 0.000
H 2.4727 4.2895 1.8746 0.000
H 1.7795 0.9480 3.1650 0.003
H 2.5772 1.8570 1.8961 0.001
H -1.1559 1.1312 3.5032 0.004
H -2.1038 2.1541 2.4129 0.005
H -0.7420 3.6690 0.2646 0.000
H 0.9977 3.5614 0.0794 -0.001
N -1.8795 -0.0609 0.8373 0.097
H -1.8632 0.4456 1.7505 0.008
H -2.1538 -1.0571 0.9893 0.008
H -2.5573 0.3986 0.1891 0.001
H 1.4425 -0.3441 0.8797 0.152
```